No. 1
This record from the OMol25 dataset describes a structure of composition C4H10FNO at a distorted geometry. The level of theory is wB97M-V/def2-TZVPD.

CARTESIAN COORDINATES (ANGSTROEM)
C: -1.92314 -0.42937 -0.48210
C: 2.08094 1.19325 -0.13870
C: -0.80763 0.34394 0.27441
C: 0.52396 -0.13498 -0.21156
N: 0.69494 -1.41782 0.34550
O: -1.03886 1.67487 0.03382
F: 0.65226 -0.31986 -1.57201
H: -2.77904 0.10520 -0.34150
H: -1.93259 -1.36333 -0.12865
H: -1.69897 -0.42652 -1.52991
H: 2.06209 1.70328 0.76961
H: 2.90038 0.50548 -0.34053
H: 1.89104 1.88588 -0.97936
H: -0.76543 0.26225 1.34924
H: 1.47059 -1.99198 0.05352
H: -0.14113 -2.03774 0.33833
H: -1.24167 1.74331 -0.86911

Summary:
LUMO: 0.9476 eV
Energy: -388.180496 a.u.
HOMO level: -9.35 eV
Gap between HOMO and LUMO: 10.30 eV
Multiplicity: 1

=====

No. 2
This record from the OMol25 dataset describes a cluster of 2 separate species, C4H10N in total at a distorted geometry. The level of theory is wB97M-V/def2-TZVPD.

CARTESIAN COORDINATES (ANGSTROEM)
C: 0.06615 1.45059 1.35436
C: -0.89187 0.32259 1.90616
C: -0.45757 -0.93464 1.25650
C: 0.36226 -1.00910 0.29320
N: 0.86706 -0.34316 -3.60356
H: 0.63725 0.93282 0.54098
H: -0.47192 2.28746 0.91703
H: 0.66807 1.85979 2.16167
H: -0.87601 0.28972 2.99101
H: -1.90464 0.47440 1.53370
H: -1.00187 -1.83541 1.58377
H: 0.77002 -1.83197 -0.28952
H: 0.71028 -0.09709 -2.64897
H: 1.41137 -1.18180 -3.72601
H: 0.11143 -0.38420 -4.27032

Summary:
LUMO: -8.6944 eV
Energy: -212.702290 a.u.
HOMO level: -12.80 eV
Charge: +1
Gap between HOMO and LUMO: 4.11 eV
Multiplicity: 1

=====

No. 3
This record from the OMol25 dataset describes a cluster of 2 separate species, C4H10N in total at a distorted geometry. The level of theory is wB97M-V/def2-TZVPD.

CARTESIAN COORDINATES (ANGSTROEM)
C: 3.96614 -0.19174 -0.30341
C: 2.93558 0.33944 0.43005
H: 4.34085 -1.18192 0.08727
H: 4.34398 0.15434 -1.26683
H: 2.42364 -0.12226 1.29217
H: 2.72397 1.39399 0.49408
C: -1.33314 -0.50890 0.64895
C: -3.05856 0.06258 -1.00430
N: -2.32643 0.39486 0.07121
H: -1.30970 -0.40872 1.78276
H: -1.69887 -1.46041 0.44985
H: -0.42569 -0.34499 0.16787
H: -3.35417 -0.98068 -1.22737
H: -3.16046 0.86768 -1.67322
H: -2.65875 1.11062 0.76717

Summary:
LUMO: -6.8428 eV
Energy: -212.760880 a.u.
HOMO level: -12.26 eV
Charge: +1
Gap between HOMO and LUMO: 5.42 eV
Multiplicity: 1

=====

No. 4
This record from the OMol25 dataset describes a cluster of 2 separate species, C4H10N in total at a distorted geometry. The level of theory is wB97M-V/def2-TZVPD.

CARTESIAN COORDINATES (ANGSTROEM)
C: -1.50786 -1.62024 -1.15590
C: -1.49515 -1.49060 0.29111
C: -0.56972 -0.44953 0.85329
C: 0.18872 0.15804 -0.08515
N: 2.77415 2.83348 0.13484
H: -0.43204 -1.27112 -1.41406
H: -2.09114 -0.85648 -1.67490
H: -1.53608 -2.50067 -1.75153
H: -1.14248 -2.36934 0.83845
H: -2.53074 -1.36527 0.66321
H: -0.67953 -0.16416 1.90450
H: 0.77476 1.05161 0.14970
H: 2.14291 1.97436 0.22474
H: 3.67369 2.69395 -0.26454
H: 2.70569 3.38684 0.96041

Summary:
LUMO: -9.0705 eV
Energy: -212.655475 a.u.
HOMO level: -13.17 eV
Charge: +1
Gap between HOMO and LUMO: 4.10 eV
Multiplicity: 1

=====

No. 5
This record from the OMol25 dataset describes a cluster of 2 separate species, C4H10N in total at a distorted geometry. The level of theory is wB97M-V/def2-TZVPD.

CARTESIAN COORDINATES (ANGSTROEM)
C: -0.70180 0.09798 1.76124
N: -0.71342 0.46251 2.99307
H: 0.00265 0.55269 1.07353
H: -1.58171 -0.41045 1.38853
H: -1.62046 0.49608 3.45670
H: 0.06110 0.99989 3.35671
C: -0.44532 0.47803 -2.19888
C: 0.43779 -0.65067 -1.65438
C: 1.68571 -0.60688 -1.19889
H: -0.49162 0.40578 -3.28217
H: -1.45334 0.30155 -1.80010
H: -0.21473 1.50678 -1.93442
H: -0.20322 -1.49331 -1.40978
H: 2.19726 -1.50149 -0.87504
H: 2.18609 0.35776 -1.24928

Summary:
LUMO: -6.2115 eV
Energy: -212.823434 a.u.
HOMO level: -13.02 eV
Charge: +1
Gap between HOMO and LUMO: 6.81 eV
Multiplicity: 1

=====

No. 6
This record from the OMol25 dataset describes the ion C4H10N with charge +1 at a distorted geometry. The level of theory is wB97M-V/def2-TZVPD.

CARTESIAN COORDINATES (ANGSTROEM)
C: 1.26737 1.06589 -0.00840
C: 0.02612 0.07587 -0.01098
N: 0.28929 -1.04305 -1.02749
C: -0.71319 -0.44946 1.18838
C: -1.39653 0.37191 0.09755
H: 2.16684 0.53151 -0.05196
H: 1.21173 1.61902 0.91477
H: 1.30867 1.63770 -0.99639
H: -0.37092 -1.68070 -1.26465
H: 1.14934 -1.38917 -0.52305
H: 0.51271 -0.61312 -1.92858
H: -0.64346 0.11060 2.15058
H: -0.93537 -1.49535 1.32789
H: -2.25093 -0.16326 -0.36225
H: -1.62165 1.42161 0.49459

Summary:
SMILES: CC1([NH3+])CC1
LUMO: -3.6087 eV
Energy: -212.847538 a.u.
HOMO level: -15.31 eV
Charge: +1
Gap between HOMO and LUMO: 11.71 eV
Multiplicity: 1

=====

No. 7
This record from the OMol25 dataset describes the ion C4H10N with charge +1 at a distorted geometry. The level of theory is wB97M-V/def2-TZVPD.

CARTESIAN COORDINATES (ANGSTROEM)
C: -1.26327 0.18165 0.20784
C: -0.43450 0.88331 -0.87952
C: 0.99551 0.49680 -0.56330
N: 0.92410 -0.79635 0.04910
C: -0.18419 -0.73207 1.04357
H: -1.68774 0.87409 1.00846
H: -1.98539 -0.46461 -0.22893
H: -0.74848 0.74401 -1.92749
H: -0.62060 1.92635 -0.81293
H: 1.59607 0.39391 -1.41712
H: 1.55347 1.16320 0.22603
H: 0.68655 -1.61798 -0.52708
H: 1.83934 -1.04711 0.45907
H: -0.71592 -1.66276 1.33179
H: 0.04506 -0.34243 2.03052

Summary:
SMILES: C1CC[NH2+]C1
LUMO: -3.5424 eV
Energy: -212.886210 a.u.
HOMO level: -16.17 eV
Charge: +1
Gap between HOMO and LUMO: 12.63 eV
Multiplicity: 1

=====

No. 8
This record from the OMol25 dataset describes the ion C4H10N with charge +1 at a distorted geometry. The level of theory is wB97M-V/def2-TZVPD.

CARTESIAN COORDINATES (ANGSTROEM)
C: -1.10339 0.65485 1.27725
C: -0.09854 0.17279 0.58033
N: 1.06693 1.12126 0.29309
C: 0.18381 -1.11207 -0.20820
C: -0.30476 -0.99990 -1.66882
H: -2.06686 0.16082 1.22895
H: -1.15486 1.70113 1.55939
H: 1.18011 1.21898 -0.71914
H: 1.98229 1.06976 0.74187
H: 0.69158 2.03389 0.58577
H: -0.11743 -2.00252 0.34019
H: 1.27040 -1.23152 -0.18751
H: -0.30149 -0.01511 -2.12081
H: 0.35590 -1.66817 -2.22958
H: -1.26071 -1.49531 -1.83752

Summary:
SMILES: C=C([NH3+])CC
LUMO: -3.7126 eV
Energy: -212.866860 a.u.
HOMO level: -15.25 eV
Charge: +1
Gap between HOMO and LUMO: 11.54 eV
Multiplicity: 1

=====

No. 9
This record from the OMol25 dataset describes a cluster of 2 separate species, C4H10N2 in total at a distorted geometry. The level of theory is wB97M-V/def2-TZVPD.

CARTESIAN COORDINATES (ANGSTROEM)
H: -1.83599 -1.54228 1.19652
N: -1.47348 -0.62309 1.36043
C: -0.38973 -0.33481 1.97308
N: 0.06995 1.08018 1.91875
H: 0.25828 -1.00180 2.46331
H: -0.82479 1.63305 1.57382
H: 0.83879 1.18138 1.25755
C: 1.38981 -0.32220 -0.49958
C: 0.86277 0.21800 -1.60776
C: -0.57857 0.06599 -1.79642
H: 2.43588 -0.30878 -0.08226
H: 0.80166 -0.94479 0.13484
H: 1.46607 0.87237 -2.34000
H: -0.93584 0.01473 -2.79155
H: -0.91355 -0.82975 -1.33510
H: -1.17127 0.84180 -1.42564

Summary:
SMILES: [H]/N=C/N.C=CC
LUMO: 1.1200 eV
Energy: -267.835368 a.u.
HOMO level: -9.33 eV
Gap between HOMO and LUMO: 10.45 eV
Multiplicity: 1

=====

No. 10
This record from the OMol25 dataset describes a cluster of 2 separate species, C4H10N2 in total at a distorted geometry. The level of theory is wB97M-V/def2-TZVPD.

CARTESIAN COORDINATES (ANGSTROEM)
C: 1.17088 -0.44733 -0.59096
C: 0.45711 0.84238 -0.93629
C: -0.99274 0.87110 -0.81519
C: -1.70668 -0.17675 -0.28969
N: -2.59163 0.22107 0.67382
N: 2.52446 -0.18709 -0.48578
H: 1.26368 -1.56065 2.41963
H: 0.82382 -1.13314 -1.39488
H: 0.82580 1.26517 -1.88577
H: 1.01390 1.50473 -0.23224
H: -1.35657 1.90034 -0.72290
H: 1.06443 -2.05628 2.93975
H: -2.92694 1.16915 0.50920
H: -3.47840 -0.26588 0.77546
H: 3.05901 -1.04028 -0.33181
H: 0.84987 -0.90654 0.36764

Summary:
LUMO: -2.6599 eV
Energy: -267.605358 a.u.
HOMO level: -7.07 eV
Gap between HOMO and LUMO: 4.41 eV
Multiplicity: 1

=====

No. 11
This record from the OMol25 dataset describes a structure of composition C4H10N2 at a distorted geometry. The level of theory is wB97M-V/def2-TZVPD.

CARTESIAN COORDINATES (ANGSTROEM)
C: -0.49616 1.08037 0.18514
C: -1.33880 -0.80308 1.43496
C: 1.72438 0.52665 -1.09517
N: -0.50215 0.28692 1.46163
C: 0.35282 0.15913 -0.63605
N: -0.22047 -0.99512 -1.03977
H: 0.55965 -0.02700 1.28602
H: -0.15631 -1.92209 -1.43757
H: -1.52163 1.18620 -0.17903
H: -0.02660 2.04628 0.37058
H: -2.34991 -0.62477 1.08221
H: -1.26922 -1.43288 2.31399
H: -1.00406 -1.38188 -0.10940
H: 2.29466 -0.34805 -1.41124
H: 1.67829 1.23165 -1.93382
H: 2.27550 1.01768 -0.29248

Summary:
LUMO (alpha / beta): 0.9331 / 0.9333 eV
Energy: -267.751660 a.u.
HOMO level (alpha / beta): -6.31 / -6.31 eV
Gap between HOMO and LUMO (alpha / beta): 7.24 / 7.24 eV
Multiplicity: 1

=====

No. 12
This record from the OMol25 dataset describes a cluster of 2 separate species, C4H10N2 in total at a distorted geometry. The level of theory is wB97M-V/def2-TZVPD.

CARTESIAN COORDINATES (ANGSTROEM)
C: -0.03000 0.47492 -0.67427
C: -3.07882 0.56262 0.49651
C: 2.39897 0.64819 0.15498
C: 0.84428 -1.86857 -0.18478
N: 0.95733 0.42737 0.45660
N: 0.48176 -0.67372 -0.19576
H: 0.37325 0.74612 -1.73369
H: -2.84233 1.50500 1.03831
H: -4.10663 0.53508 0.36012
H: -2.59433 0.69767 -0.46206
H: 2.91097 0.75584 1.10321
H: 2.70333 -0.27756 -0.39129
H: 2.76560 1.54869 -0.43499
H: -2.83036 -0.38761 1.02106
H: 0.42056 -2.50963 -0.96839
H: 1.62640 -2.18443 0.41443

Summary:
LUMO (alpha / beta): 0.6390 / 0.6393 eV
Energy: -267.688789 a.u.
HOMO level (alpha / beta): -7.42 / -7.42 eV
Gap between HOMO and LUMO (alpha / beta): 8.06 / 8.06 eV
Multiplicity: 1

=====

No. 13
This record from the OMol25 dataset describes an isolated molecule of C4H10N2. The level of theory is wB97M-V/def2-TZVPD.

CARTESIAN COORDINATES (ANGSTROEM)
N: -2.93260 -0.61365 0.13034
C: -1.65051 -0.32161 0.60038
C: -0.68191 0.19353 -0.15377
C: 0.62685 0.70435 0.39270
C: 1.84354 -0.18615 0.12472
N: 2.31499 -0.22738 -1.26303
H: -3.44879 0.17255 -0.22697
H: -3.52821 -1.15804 0.73061
H: -1.40552 -0.55370 1.63359
H: -0.81893 0.28252 -1.22505
H: 0.55582 0.81220 1.48326
H: 0.74901 1.73363 0.04064
H: 1.59141 -1.20806 0.40663
H: 2.68098 0.17376 0.73015
H: 2.56604 0.71371 -1.54634
H: 1.53783 -0.51765 -1.85789

Summary:
SMILES: N/C=C/CCN
LUMO: 1.1277 eV
Energy: -267.888712 a.u.
HOMO level: -8.23 eV
Gap between HOMO and LUMO: 9.35 eV
Multiplicity: 1